DFT (ωB97M-V/def2-TZVPD) results for 10 unconnected molecules or ions with the total composition C53H75F4N11O3.

CARTESIAN COORDINATES (ANGSTROEM)
H1 -6.037 1.778 -6.078
N1 5.734 -5.202 -0.748
C1 -0.365 -1.190 -0.999
C2 -6.127 4.208 -3.766
C3 -1.713 -1.134 -6.537
H2 -2.175 -1.164 9.878
H3 4.355 -0.412 -1.589
H4 -0.564 -3.290 -1.853
N2 3.401 2.685 1.416
H5 -2.439 0.507 -3.748
N3 -2.554 -2.550 11.460
H6 -6.416 1.022 -8.666
C4 2.443 1.056 -0.694
C5 -2.024 -2.167 10.256
H7 1.318 -5.873 -1.234
N4 -0.840 1.377 9.496
C6 0.775 -6.899 -4.215
H8 2.067 -5.197 -3.535
C7 7.008 -3.004 -5.672
H9 -3.384 7.721 8.596
C8 1.394 -6.024 -3.351
H10 -2.187 -2.349 -2.013
H11 -1.266 -1.880 -7.182
N5 -4.053 3.671 -3.174
H12 9.748 -3.536 -4.110
C9 -1.277 -2.534 -1.263
N6 -0.674 6.842 10.198
H13 -2.665 -0.163 -1.659
H14 -5.557 2.156 -3.065
H15 -0.685 1.275 10.490
H16 -4.933 2.729 -10.168
H17 0.260 -0.314 8.790
H18 -2.040 3.145 9.503
C10 -2.556 -0.123 -6.939
H19 1.924 -0.094 -4.279
H20 -2.670 5.123 8.263
N7 -4.786 3.275 -6.950
C11 -1.342 -3.241 9.730
H21 7.323 -4.311 -7.463
H22 -3.213 -0.932 0.031
H23 -3.737 4.430 -8.410
C12 -2.226 -3.858 11.704
C13 -4.032 4.993 -3.535
O1 3.925 0.038 -2.393
H24 5.586 -5.748 -3.967
H25 -3.113 5.563 -3.495
C14 -2.609 -0.066 -0.469
H26 0.068 2.038 3.597
H27 9.692 -4.865 -6.241
C15 -0.875 2.281 -1.034
H28 6.783 -4.048 -2.209
C16 1.501 3.836 -2.071
C17 2.466 0.148 -2.002
H29 3.273 1.877 -0.979
H30 -2.936 0.142 -7.917
H31 -3.254 3.137 -2.858
H32 -2.045 2.785 6.804
C18 -2.292 0.071 -4.727
C19 -1.470 -4.312 10.646
C20 -0.698 1.275 3.078
H33 -3.103 -1.960 12.072
H34 -3.523 1.405 -5.828
H35 -0.210 -0.702 -2.049
C21 -0.351 0.540 8.527
C22 1.770 0.672 -3.376
H36 6.033 -2.563 -5.834
H37 -7.187 4.138 -3.974
H38 -5.613 6.333 -4.252
C23 -0.308 1.340 0.239
N8 -2.907 0.603 -5.831
C24 6.110 -4.874 -2.025
C25 0.174 -7.431 -2.113
H39 2.326 1.667 -3.697
H40 -2.820 -3.843 -0.225
H41 -0.947 -1.645 -4.496
H42 -0.850 3.005 1.699
H43 -1.506 8.810 10.241
C26 1.257 1.819 -0.007
C27 8.886 -4.215 -5.928
H44 -2.021 -2.660 1.004
C28 -1.068 1.828 1.653
C29 -4.410 3.603 -8.226
H45 4.115 1.927 1.402
H46 -1.057 -5.307 10.545
H47 0.620 0.869 -3.319
H48 -0.397 4.777 9.722
H49 7.689 -2.153 -3.712
H50 4.104 -7.455 -2.464
C30 7.823 -2.776 -4.586
C31 1.053 3.379 -0.576
O2 -0.426 3.641 -0.726
H51 -1.676 1.448 3.757
H52 0.124 6.984 10.803
H53 -0.564 0.556 6.345
H54 -2.557 -4.353 12.607
C32 -2.527 7.222 9.031
H55 -4.486 3.754 -6.110
H56 0.637 -1.586 -0.495
H57 3.530 4.093 -1.420
C33 -2.155 5.867 8.857
F1 1.430 4.548 0.223
H58 3.394 3.444 -3.015
H59 -0.233 -7.849 -1.202
C34 -1.555 2.166 7.545
H60 -0.810 -3.253 8.787
C35 1.995 2.190 1.453
C36 -5.029 2.727 -9.090
H61 -3.154 0.930 -0.216
H62 0.959 3.249 -2.959
H63 -1.122 -0.684 1.025
C37 0.002 -7.790 -3.431
C38 5.491 -5.750 -2.889
H64 2.040 1.158 2.031
C39 -0.783 1.004 7.305
H65 1.391 2.918 2.128
O3 -1.372 2.129 -2.215
C40 -1.571 2.375 8.906
N9 2.972 4.084 -2.301
C41 -5.307 5.352 -3.911
C42 4.890 -6.281 -0.787
H66 2.212 -1.012 -1.871
H67 2.999 0.415 0.153
C43 -5.328 3.185 -3.307
H68 3.630 3.310 0.614
H69 0.870 -6.898 -5.293
H70 -0.612 -8.605 -3.790
F2 0.385 -0.098 4.874
N10 8.967 -3.513 -4.753
H71 4.483 -6.699 0.124
F3 0.773 -0.909 2.676
H72 6.033 -4.723 0.091
C44 -1.547 -1.012 -5.136
F4 -1.400 -1.073 3.638
C45 -5.630 2.196 -6.989
N11 1.018 -6.352 -2.074
C46 -0.196 -0.174 3.479
C47 -5.802 1.837 -8.307
H73 -1.066 -4.237 0.335
H74 1.020 4.931 -2.184
C48 4.718 -6.640 -2.106
C49 -0.991 -0.083 -0.003
C50 -1.786 -3.322 0.070
C51 -1.594 7.801 9.861
H75 -2.257 1.805 1.535
C52 7.680 -3.915 -6.521
C53 -1.006 5.661 9.586

Atomic forces in eV per Å
0.01 0.10 -0.16
0.04 0.05 0.08
0.45 -0.37 0.17
-0.13 -0.36 0.06
-0.12 0.13 -0.35
0.03 -0.18 -0.01
-0.80 0.96 -1.88
-1.52 1.67 1.21
0.10 -0.40 -0.79
0.10 -0.06 -0.17
-0.02 -0.03 0.00
0.10 0.13 0.08
2.10 -0.37 -0.50
0.06 0.09 -0.06
-0.04 -0.21 -0.35
0.01 0.04 0.03
0.26 0.32 -0.01
-0.09 -0.17 0.01
-0.03 0.20 0.36
0.16 -0.07 0.08
-0.02 0.09 -0.08
2.04 -0.15 1.82
-0.08 0.13 0.10
-0.06 0.02 -0.05
-0.32 -0.01 -0.27
0.38 -0.53 -0.53
-0.01 0.02 -0.04
0.07 0.14 2.75
0.01 0.16 -0.03
-0.04 0.04 -0.39
-0.01 0.02 0.19
-0.11 0.12 -0.07
0.04 -0.17 -0.13
-0.03 -0.01 -0.02
-0.17 1.51 2.28
0.10 0.13 0.08
0.14 -0.08 -0.06
-0.07 0.39 -0.08
0.08 0.06 0.17
1.38 1.59 -0.97
-0.13 -0.15 0.01
0.05 -0.10 0.04
0.10 -0.02 -0.07
-0.75 -0.45 2.45
0.02 0.04 0.18
-0.17 -0.08 0.01
0.03 1.00 -0.91
-1.42 -2.05 -1.25
-0.16 0.11 0.03
-0.73 2.03 -3.26
-0.14 -0.17 -0.04
-0.44 1.92 -0.76
0.43 -1.79 -1.88
-2.12 -1.79 0.66
0.04 -0.04 0.17
-0.05 0.13 -0.03
0.06 -0.06 0.14
-0.06 -0.02 0.04
-0.15 -0.14 0.36
0.30 1.42 2.42
0.20 -0.25 -0.27
0.18 -0.28 -0.13
0.08 -0.93 1.93
0.04 -0.08 -0.13
0.33 0.30 -0.60
0.17 -0.07 0.06
0.18 0.00 0.04
0.06 -0.16 0.07
-2.22 -0.04 -1.61
0.17 -0.11 0.05
0.01 0.06 -0.10
-0.10 -0.07 -0.01
-1.22 -2.05 0.65
2.21 1.10 0.74
-0.09 0.06 -0.06
-0.47 -2.59 0.11
-0.05 -0.17 -0.08
0.73 2.56 2.57
0.01 -0.03 -0.08
0.72 -1.21 -1.75
-0.40 2.68 -1.37
0.02 0.01 -0.04
-1.11 0.78 -0.03
-0.09 0.17 0.03
2.19 -0.30 0.14
-0.11 0.17 -0.09
0.00 -0.05 -0.19
0.08 0.14 0.07
-0.08 0.07 -0.03
-2.02 2.24 -2.55
1.14 -3.78 0.09
2.24 -0.79 -1.50
-0.32 -0.06 -0.26
-0.19 0.22 0.61
0.08 0.06 -0.17
0.08 0.38 0.17
-0.22 0.02 -0.12
-1.89 0.97 -1.37
-0.73 -0.06 -1.24
0.26 -0.29 0.09
-0.01 -2.94 -0.63
-0.50 0.66 1.30
0.04 0.05 -0.18
-0.13 0.24 0.34
-0.11 0.03 0.14
-0.23 -1.50 1.51
0.25 0.29 -0.05
0.97 -1.68 -0.31
1.48 0.82 2.33
0.82 1.65 -1.99
-0.12 -0.15 0.38
0.24 0.31 -0.05
-0.16 2.08 -1.08
0.17 -0.32 0.11
0.84 -1.19 -1.63
2.01 -0.18 6.43
-0.17 0.08 0.01
-0.29 -1.30 0.05
0.28 0.20 -0.04
-0.16 -0.08 0.01
-0.09 2.84 0.18
-1.42 1.18 -1.81
-0.01 -0.04 -0.05
-0.57 -0.55 1.05
0.00 0.02 0.19
0.11 0.13 0.08
-1.34 -0.56 -4.81
0.01 -0.05 0.02
0.06 0.03 -0.16
-2.93 2.40 2.34
-0.10 -0.23 -0.34
-0.03 0.17 0.37
3.80 2.38 -0.64
-0.14 -0.07 -0.02
-0.01 0.02 -0.03
-0.55 -2.29 1.79
-0.09 -0.16 0.33
-1.45 2.28 -0.35
0.75 -2.54 0.63
-0.11 -0.13 0.38
-1.86 -3.44 0.51
-0.91 -1.16 -0.56
-0.09 0.06 -0.01
2.82 -0.41 -0.13
0.32 -0.23 -0.05
0.02 -0.06 0.05

For the HOMO energy, the calculation gives -7.96 eV. As for the structure (SMILES): CCC[C@H](C)[C@]1(CCC(F)(F)F)C(=O)O[C@](F)(CN)[C@]1(CN)C[C@@H](C)O.c1cc[nH]c1.c1cc[nH]c1.c1cc[nH]c1.c1cc[nH]c1.c1cc[nH]c1.c1cc[nH]c1.c1cc[nH]c1.c1cc[nH]c1.c1cc[nH]c1. The value obtained for the frontier orbital gap is 7.89 eV. For the total energy, the calculation gives -89569.503 eV. The value obtained for the energy above the lowest of the compared OMol25 structures with the same formula, charge and spin is 5.882 eV. As for the charge: 0.